Record 1
DFT (wB97M-V/def2-TZVPD) results for 3 unconnected molecules or ions with the total composition C15H19O8P2S.

Structure (XYZ):
```
45
Properties=species:S:1:pos:R:3:mulliken_charge:R:1
O -1.331 -3.642 1.560 -0.53
P -0.985 -3.316 0.168 0.41
P -0.569 -1.130 0.103 0.34
C -1.912 -0.113 0.758 -0.70
C -3.133 -0.001 -0.164 -0.59
C -3.910 -1.314 -0.293 -0.79
S -5.715 -1.228 -0.295 1.21
O -6.168 -2.187 0.648 -0.59
O -6.142 -1.213 -1.657 -0.61
O -6.053 0.193 0.336 -0.51
H 0.182 -3.851 -0.388 0.14
H -1.980 -3.444 -0.816 0.13
H 0.554 -0.954 0.906 0.07
H -0.268 -0.681 -1.187 0.21
H -2.181 -0.500 1.744 0.57
H -1.461 0.876 0.879 0.22
H -2.803 0.347 -1.145 0.29
H -3.759 0.788 0.251 0.56
H -3.695 -1.809 -1.240 0.37
H -3.682 -1.995 0.530 0.38
H -6.087 0.866 -0.360 0.38
C 1.340 4.373 0.992 -0.53
C 0.731 3.293 0.512 -0.05
C 0.079 3.303 -0.818 0.55
O -0.485 2.317 -1.263 -0.53
C 0.131 4.559 -1.600 -0.36
C 0.739 5.643 -1.128 -0.40
C 1.394 5.639 0.206 0.25
O 1.952 6.615 0.645 -0.50
H 1.823 4.396 1.960 0.44
H 0.684 2.365 1.070 0.33
H -0.353 4.534 -2.568 0.43
H 0.791 6.573 -1.680 0.42
C 4.718 -1.324 1.102 -0.51
C 3.502 -1.327 0.563 -0.20
C 3.049 -2.445 -0.290 0.68
O 1.929 -2.462 -0.791 -0.55
C 3.989 -3.555 -0.543 -0.32
C 5.207 -3.561 -0.007 -0.44
C 5.670 -2.447 0.862 0.24
O 6.771 -2.441 1.355 -0.48
H 5.083 -0.520 1.727 0.44
H 2.809 -0.508 0.713 0.33
H 3.628 -4.351 -1.181 0.42
H 5.916 -4.362 -0.173 0.42
```

Results
**Net charge**: +1
**2S+1**: 1
**E_HOMO**: -0.478 Eh
**Total energy**: -61645.899 eV

Record 2
DFT (wB97M-V/def2-TZVPD) results for a molecular structure, C15H20AgNP2S.

Structure (XYZ):
```
40
Properties=species:S:1:pos:R:3:mulliken_charge:R:1
Ag -0.219 -0.240 0.207 -0.40
S -0.752 -2.569 1.217 -0.56
C 0.946 -2.697 1.205 0.68
C 1.611 -3.841 1.679 -0.74
C 2.980 -3.875 1.659 -0.08
C 3.681 -2.777 1.157 -0.78
C 2.957 -1.698 0.701 -0.10
N 1.633 -1.640 0.720 -0.17
H 1.029 -4.666 2.053 0.37
H 3.516 -4.737 2.027 0.38
H 4.759 -2.770 1.125 0.36
H 3.460 -0.826 0.299 0.26
C 2.482 1.817 -2.073 -1.28
P 1.079 1.917 -0.885 0.74
C 1.726 3.281 0.172 -1.23
C -0.181 2.840 -1.852 0.39
C 0.208 3.812 -2.768 -0.34
C -0.726 4.489 -3.526 -0.84
C -2.075 4.212 -3.373 -0.78
C -2.478 3.263 -2.452 -0.36
C -1.545 2.570 -1.688 0.26
P -2.089 1.301 -0.489 0.83
C -3.532 0.527 -1.309 -1.28
C -2.964 2.322 0.760 -1.21
H 2.852 2.797 -2.373 0.42
H 2.181 1.244 -2.949 0.38
H 3.279 1.279 -1.562 0.35
H 1.998 4.144 -0.437 0.40
H 2.608 2.896 0.685 0.41
H 0.986 3.570 0.915 0.33
H 1.253 4.047 -2.901 0.24
H -0.403 5.229 -4.244 0.39
H -2.807 4.732 -3.973 0.39
H -3.533 3.063 -2.337 0.26
H -4.358 1.221 -1.461 0.42
H -3.850 -0.283 -0.652 0.40
H -3.221 0.095 -2.260 0.36
H -3.718 2.954 0.292 0.39
H -2.253 2.936 1.311 0.33
H -3.436 1.626 1.455 0.40
```

Results
**Energy relative to the best compared isomer or geometry (same formula, charge and spin)**: 0.289 eV
**Net charge**: 0
**2S+1**: 1
**E_HOMO**: -0.248 Eh
**Total energy**: -50782.439 eV

Record 3
DFT (wB97M-V/def2-TZVPD) results for a molecular structure, C15H20BN6O2SSc.

Structure (XYZ):
```
46
Properties=species:S:1:pos:R:3:mulliken_charge:R:1
Sc 0.372 0.493 -0.368 0.01
C 5.612 1.815 -1.842 -1.02
N 4.447 0.928 -1.903 0.13
C 4.537 -0.298 -2.700 -1.05
C 3.300 1.224 -1.293 0.52
N 2.213 0.487 -1.383 -0.54
N 3.304 2.383 -0.537 -0.05
C 2.308 2.922 0.253 0.59
N 2.589 4.139 0.733 -0.37
N 1.212 2.275 0.519 -0.41
H 6.402 1.389 -2.449 0.28
H 5.995 1.900 -0.823 0.40
H 5.382 2.800 -2.253 0.41
H 5.566 -0.435 -3.011 0.26
H 3.912 -0.235 -3.592 0.41
H 4.256 -1.167 -2.102 0.41
H 2.372 -0.319 -1.980 0.18
H 4.175 2.888 -0.527 0.14
H 3.386 4.674 0.429 0.19
H 1.968 4.581 1.390 0.22
H 0.573 2.825 1.088 0.19
S -1.527 1.583 -1.518 -0.40
C -2.962 0.600 -1.390 0.54
N -4.130 1.287 -1.377 -0.07
C -5.349 0.718 -1.308 -0.16
C -5.460 -0.645 -1.238 -0.67
C -4.286 -1.399 -1.255 -0.32
C -3.050 -0.788 -1.339 -0.28
H -4.071 2.299 -1.426 0.26
H -6.189 1.397 -1.311 0.43
H -6.434 -1.105 -1.183 0.42
H -4.338 -2.479 -1.210 0.45
H -2.150 -1.386 -1.372 0.45
O -0.461 -2.753 0.911 -0.23
B -0.342 -1.389 0.757 0.61
O -1.060 -0.707 1.761 -0.29
C -1.601 -1.711 2.570 0.57
C -2.365 -1.586 3.708 -0.86
C -2.764 -2.777 4.307 -0.53
C -2.406 -4.014 3.778 -0.50
C -1.631 -4.123 2.628 -0.90
C -1.240 -2.938 2.043 0.83
H -2.633 -0.621 4.113 0.46
H -3.361 -2.741 5.207 0.41
H -2.732 -4.915 4.279 0.41
H -1.341 -5.080 2.218 0.46
```

Results
**Energy relative to the best compared isomer or geometry (same formula, charge and spin)**: 0.000 eV
**Net charge**: +2
**2S+1**: 1
**E_HOMO**: -0.483 Eh
**Total energy**: -61118.209 eV